(1)
The following is a quantum chemistry calculation of a cluster of 7 separate species, C33H79NO13 in total at a distorted geometry, from the Open Molecules 2025 dataset.

Bonds (Å) are listed after each position.
Cartesian coordinates (Å):
1 C -0.33113 -3.94883 -3.98460  C2 1.514, H12 1.089, H13 1.096, H14 1.093
2 C 0.59694 -3.88221 -2.79064  C1 1.514, C3 1.540, C4 1.551, N10 1.469
3 C 0.69281 -2.44288 -2.25010  C2 1.540, H15 1.090, H16 1.092, H17 1.096
4 C -0.09546 -4.70173 -1.67085  C2 1.551, C5 1.534, H18 1.096, H19 1.095
5 C 0.81283 -5.22583 -0.55162  C4 1.534, C6 1.532, H20 1.088, H21 1.091
6 C 2.18905 -5.71618 -1.01191  C5 1.532, C7 1.509, H22 1.094, H23 1.093
7 C 2.86320 -4.80151 -2.00555  C6 1.509, C8 1.548, C9 1.541, N10 1.467
8 C 3.48539 -3.62790 -1.21098  C7 1.548, H24 1.094, H25 1.092, H26 1.093
9 C 3.99109 -5.59056 -2.69741  C7 1.541, H27 1.088, H28 1.093, H29 1.093
10 N 1.93066 -4.42919 -3.07499  C2 1.469, C7 1.467, O11 1.412
11 O 2.56827 -3.61525 -4.03633  N10 1.412, H30 0.963
12 H -1.33170 -3.56927 -3.78192  C1 1.089
13 H 0.00307 -3.34579 -4.83630  C1 1.096
14 H -0.36857 -4.97837 -4.34910  C1 1.093
15 H -0.21326 -1.83677 -2.24274  C3 1.090
16 H 1.12415 -2.39795 -1.24771  C3 1.092
17 H 1.39005 -1.83320 -2.83692  C3 1.096
18 H -0.84406 -4.06832 -1.18164  C4 1.096
19 H -0.76446 -5.46071 -2.09050  C4 1.095
20 H 0.88969 -4.42022 0.17615  C5 1.088
21 H 0.23626 -6.04323 -0.11505  C5 1.091
22 H 2.07850 -6.75054 -1.35206  C6 1.094
23 H 2.76689 -5.82263 -0.08984  C6 1.093
24 H 4.51460 -3.82775 -0.89982  C8 1.094
25 H 2.94805 -3.39042 -0.29050  C8 1.092
26 H 3.55396 -2.69970 -1.78323  C8 1.093
27 H 3.58664 -6.34743 -3.36628  C9 1.088
28 H 4.63972 -5.98165 -1.90974  C9 1.093
29 H 4.66902 -4.96059 -3.27835  C9 1.093
30 H 2.65428 -4.19260 -4.80250  O11 0.963
31 C -2.36407 -6.72679 5.16575  O32 1.405, H37 1.096, H38 1.091, H39 1.097
32 O -1.58421 -5.92331 4.31731  C31 1.405, C33 1.420
33 C -0.52913 -5.24601 4.98357  O32 1.420, C34 1.501, H40 1.097, H41 1.096
34 C 0.38487 -4.56329 4.00876  C33 1.501, O35 1.432, H42 1.094, H43 1.097
35 O -0.42935 -3.71070 3.19524  C34 1.432, C36 1.411
36 C 0.33820 -2.78498 2.45802  O35 1.411, H44 1.092, H45 1.094, H46 1.098
37 H -1.95337 -7.74158 5.22477  C31 1.096
38 H -3.35021 -6.72916 4.69891  C31 1.091
39 H -2.51459 -6.41686 6.20721  C31 1.097
40 H 0.00318 -5.95436 5.62986  C33 1.097
41 H -0.99576 -4.50331 5.64045  C33 1.096
42 H 0.96793 -5.21945 3.35514  C34 1.094
43 H 1.09439 -3.88733 4.50087  C34 1.097
44 H -0.28156 -2.49206 1.60771  C36 1.092
45 H 1.31129 -3.16785 2.13500  C36 1.094
46 H 0.51436 -1.88812 3.06647  C36 1.098
47 C 2.58217 -0.05888 4.99119  O48 1.410, H53 1.099, H54 1.098, H55 1.085
48 O 1.69917 0.04812 3.89755  C47 1.410, C49 1.417
49 C 0.80419 1.14287 3.98834  O48 1.417, C50 1.523, H56 1.095, H57 1.091
50 C 1.35018 2.56254 3.92039  C49 1.523, O51 1.420, H58 1.095, H59 1.089
51 O 2.01367 2.82840 2.69348  C50 1.420, C52 1.423
52 C 3.40613 2.55679 2.79806  O51 1.423, H60 1.095, H61 1.093, H62 1.088
53 H 2.06329 0.12598 5.94177  C47 1.099
54 H 3.29204 0.77879 4.97361  C47 1.098
55 H 3.14650 -0.98068 5.08573  C47 1.085
56 H 0.13578 1.06595 4.85176  C49 1.095
57 H 0.22653 0.95971 3.08063  C49 1.091
58 H 1.99639 2.69699 4.79351  C50 1.095
59 H 0.48755 3.22041 4.01020  C50 1.089
60 H 3.62820 1.48591 2.74289  C52 1.095
61 H 3.76510 2.91618 3.76581  C52 1.093
62 H 3.89598 3.06299 1.96895  C52 1.088
63 C -0.07657 6.20299 -1.43257  O64 1.417, H69 1.096, H70 1.091, H71 1.090
64 O 0.02926 4.95521 -0.76939  C63 1.417, C65 1.448
65 C 0.17793 5.11499 0.66226  O64 1.448, C66 1.521, H72 1.089, H73 1.092
66 C -1.21748 4.98500 1.25386  C65 1.521, O67 1.434, H74 1.097, H75 1.090
67 O -1.80751 6.28996 1.17289  C66 1.434, C68 1.408
68 C -2.88694 6.48885 2.05487  O67 1.408, H76 1.091, H77 1.094, H78 1.094
69 H 0.77708 6.87055 -1.26623  C63 1.096
70 H -0.98313 6.69136 -1.07174  C63 1.091
71 H -0.11720 6.07412 -2.51421  C63 1.090
72 H 0.66649 6.05486 0.91536  C65 1.089
73 H 0.83445 4.32098 1.02425  C65 1.092
74 H -1.13495 4.68083 2.30502  C66 1.097
75 H -1.85252 4.30755 0.68247  C66 1.090
76 H -3.47696 7.32722 1.68257  C68 1.091
77 H -2.57426 6.76911 3.06556  C68 1.094
78 H -3.53675 5.60968 2.08449  C68 1.094
79 C -1.95472 -0.35085 -0.05796  O80 1.411, H85 1.095, H86 1.091, H87 1.088
80 O -2.03490 0.95690 -0.58112  C79 1.411, C81 1.393
81 C -0.99943 1.41152 -1.39525  O80 1.393, C82 1.537, H88 1.086, H89 1.103
82 C 0.30753 1.62191 -0.61439  C81 1.537, O83 1.394, H90 1.102, H91 1.095
83 O 1.06336 0.45603 -0.49945  C82 1.394, C84 1.399
84 C 2.17043 0.53357 0.35244  O83 1.399, H92 1.096, H93 1.099, H94 1.089
85 H -1.44140 -0.23800 0.90300  C79 1.095
86 H -1.43565 -1.06980 -0.69290  C79 1.091
87 H -2.96681 -0.70190 0.13440  C79 1.088
88 H -1.30280 2.29431 -1.95060  C81 1.086
89 H -0.71232 0.66826 -2.15862  C81 1.103
90 H -0.05861 2.00265 0.35318  C82 1.102
91 H 0.86398 2.45471 -1.05798  C82 1.095
92 H 1.78595 0.58189 1.37804  C84 1.096
93 H 2.82783 1.41256 0.30506  C84 1.099
94 H 2.82117 -0.32586 0.19876  C84 1.089
95 C 0.72399 3.40245 -10.80656  O96 1.383, H101 1.099, H102 1.101, H103 1.092
96 O 1.08658 3.55571 -9.48067  C95 1.383, C97 1.415
97 C 0.01598 3.44694 -8.56148  O96 1.415, C98 1.514, H104 1.096, H105 1.097
98 C 0.57373 3.85137 -7.21332  C97 1.514, O99 1.394, H106 1.101, H107 1.099
99 O -0.27676 3.44002 -6.18888  C98 1.394, C100 1.407
100 C 0.13359 3.84409 -4.90514  O99 1.407, H108 1.091, H109 1.093, H110 1.093
101 H -0.01486 4.08876 -11.24224  C95 1.099
102 H 0.33673 2.42226 -11.12347  C95 1.101
103 H 1.60962 3.51689 -11.43553  C95 1.092
104 H -0.42549 2.44415 -8.53561  C97 1.096
105 H -0.77100 4.14171 -8.88058  C97 1.097
106 H 0.66744 4.94808 -7.23009  C98 1.101
107 H 1.60418 3.47181 -7.16409  C98 1.099
108 H -0.75436 3.80132 -4.27239  C100 1.091
109 H 0.52189 4.86168 -4.81700  C100 1.093
110 H 0.84483 3.13448 -4.47402  C100 1.093
111 C -5.74980 -0.21749 3.37827  O112 1.393, H117 1.090, H118 1.099, H119 1.099
112 O -4.86265 0.85287 3.46219  C111 1.393, C113 1.423
113 C -3.56903 0.51633 2.97415  O112 1.423, C114 1.526, H120 1.096, H121 1.099
114 C -2.64641 1.73156 3.01010  C113 1.526, O115 1.401, H122 1.094, H123 1.090
115 O -2.31360 2.17427 4.29697  C114 1.401, C116 1.417
116 C -3.34112 2.94005 4.90194  O115 1.417, H124 1.097, H125 1.093, H126 1.086
117 H -6.66142 -0.04462 3.95027  C111 1.090
118 H -5.34016 -1.16199 3.76205  C111 1.099
119 H -6.05255 -0.40614 2.33858  C111 1.099
120 H -3.70498 0.08967 1.97433  C113 1.096
121 H -3.20180 -0.35983 3.52605  C113 1.099
122 H -3.10625 2.48375 2.36185  C114 1.094
123 H -1.73137 1.42065 2.50568  C114 1.090
124 H -3.54320 3.86775 4.35275  C116 1.097
125 H -2.87992 3.32493 5.81513  C116 1.093
126 H -4.26775 2.41765 5.11885  C116 1.086

Computed properties:
- HOMO (eV) = -8.28
- SMILES string = CC1(C)CCCC(C)(C)N1O.COCCOC.COCCOC.COCCOC.COCCOC.COCCOC.COCCOC
- Kohn-Sham gap (eV) = 8.9
- multiplicity = 1
- LUMO level (eV) = 0.6
- relative energy (zero: lowest compared OMol25 entry of this formula, charge and spin) (kcal per mole) = 197.3

These are the Mulliken partial charges, in e, on atoms 1 to 6: -2.20, 2.06, -1.83, -1.53, 0.46, -1.48

---

(2)
The following is a quantum chemistry calculation of a cluster of 6 separate species, C33H81F6N4O7P in total at a distorted geometry, from the Open Molecules 2025 dataset.

Bonds (Å) are listed after each position.
Cartesian coordinates (Å):
1 C -3.24452 -1.19483 -2.46088  C2 1.547, H11 1.090, H12 1.090, H13 1.090
2 C -3.22137 -2.72178 -2.70935  C1 1.547, N3 1.598, H14 1.090, H15 1.090
3 N -1.86357 -3.48516 -2.35112  C2 1.598, C4 1.552, C5 1.639, C7 1.574
4 C -0.84684 -3.00391 -3.41983  N3 1.552, H16 1.090, H17 1.090, H18 1.090
5 C -1.31983 -2.96540 -0.89471  N3 1.639, C6 1.613, H19 1.090, H20 1.090
6 C -2.13377 -3.81491 0.20815  C5 1.613, H21 1.090, H22 1.090, H23 1.090
7 C -1.94294 -5.05393 -2.45081  N3 1.574, C8 1.437, H24 1.090, H25 1.090
8 C -0.70313 -5.77589 -2.53661  C7 1.437, O9 1.442, H26 1.090, H27 1.090
9 O 0.07509 -5.51619 -1.35115  C8 1.442, C10 1.348
10 C 1.31758 -6.03466 -1.28734  O9 1.348, H28 1.090, H29 1.090, H30 1.090
11 H -4.28728 -0.87745 -2.46343  C1 1.090
12 H -2.74927 -0.73571 -3.31648  C1 1.090
13 H -2.76239 -0.79302 -1.56970  C1 1.090
14 H -3.36727 -2.92365 -3.77051  C2 1.090
15 H -3.93850 -3.24881 -2.08002  C2 1.090
16 H -0.77501 -1.92606 -3.56542  C4 1.090
17 H -1.12485 -3.44123 -4.37877  C4 1.090
18 H 0.20626 -3.25374 -3.29071  C4 1.090
19 H -1.45710 -1.90210 -0.69810  C5 1.090
20 H -0.24871 -3.15024 -0.81314  C5 1.090
21 H -1.70372 -4.79742 0.40268  C6 1.090
22 H -3.16976 -3.99475 -0.07903  C6 1.090
23 H -2.29995 -3.38528 1.19603  C6 1.090
24 H -2.52344 -5.26493 -3.34892  C7 1.090
25 H -2.49772 -5.42805 -1.59038  C7 1.090
26 H -0.24590 -5.72124 -3.52457  C8 1.090
27 H -0.89328 -6.84681 -2.46552  C8 1.090
28 H 1.41462 -7.11986 -1.31917  C10 1.090
29 H 1.90570 -5.71915 -0.42556  C10 1.090
30 H 1.84603 -5.63295 -2.15191  C10 1.090
31 C 3.82545 -4.09369 2.31920  C32 1.584, H41 1.090, H42 1.090, H43 1.090
32 C 4.32538 -2.65897 2.76881  C31 1.584, N33 1.610, H44 1.090, H45 1.090
33 N 3.15435 -1.72743 3.36383  C32 1.610, C34 1.533, C35 1.619, C37 1.588
34 C 2.71986 -2.36182 4.69025  N33 1.533, H46 1.090, H47 1.090, H48 1.090
35 C 3.83612 -0.34033 3.84716  N33 1.619, C36 1.565, H49 1.090, H50 1.090
36 C 4.21123 0.71588 2.75518  C35 1.565, H51 1.090, H52 1.090, H53 1.090
37 C 2.01803 -1.46723 2.28483  N33 1.588, C38 1.545, H54 1.090, H55 1.090
38 C 0.70562 -0.75935 2.68960  C37 1.545, O39 1.459, H56 1.090, H57 1.090
39 O 0.22261 -1.49545 3.85360  C38 1.459, C40 1.452
40 C -0.99857 -0.86163 4.31888  O39 1.452, H58 1.090, H59 1.090, H60 1.090
41 H 3.24329 -4.16012 1.40007  C31 1.090
42 H 3.13822 -4.57177 3.01723  C31 1.090
43 H 4.66855 -4.78296 2.27246  C31 1.090
44 H 4.82836 -2.02920 2.03499  C32 1.090
45 H 5.03885 -2.79291 3.58191  C32 1.090
46 H 2.08266 -1.57145 5.08697  C34 1.090
47 H 3.59510 -2.63623 5.27911  C34 1.090
48 H 2.18348 -3.26961 4.41396  C34 1.090
49 H 4.77449 -0.51297 4.37418  C35 1.090
50 H 3.03619 0.02746 4.48977  C35 1.090
51 H 4.44504 1.67708 3.21293  C36 1.090
52 H 3.37640 0.91314 2.08269  C36 1.090
53 H 5.07024 0.33348 2.20384  C36 1.090
54 H 1.73348 -2.41453 1.82685  C37 1.090
55 H 2.45418 -0.87495 1.48042  C37 1.090
56 H -0.01706 -0.79579 1.87443  C38 1.090
57 H 1.11361 0.19939 3.00971  C38 1.090
58 H -1.78587 -0.86291 3.56505  C40 1.090
59 H -0.86214 0.15587 4.68519  C40 1.090
60 H -1.46960 -1.26246 5.21642  C40 1.090
61 C -2.92171 3.16541 2.48549  C62 1.558, H71 1.090, H72 1.090, H73 1.090
62 C -3.93056 2.07542 2.01597  C61 1.558, N63 1.524, H74 1.090, H75 1.090
63 N -4.90438 2.44242 0.90231  C62 1.524, C64 1.595, C65 1.524, C67 1.561
64 C -5.60810 3.85620 1.12250  N63 1.595, H76 1.090, H77 1.090, H78 1.090
65 C -4.05761 2.58719 -0.35626  N63 1.524, C66 1.513, H79 1.090, H80 1.090
66 C -4.82381 2.80515 -1.64303  C65 1.513, H81 1.090, H82 1.090, H83 1.090
67 C -5.91956 1.26539 0.76296  N63 1.561, C68 1.517, H84 1.090, H85 1.090
68 C -6.67374 0.78828 1.98930  C67 1.517, O69 1.390, H86 1.090, H87 1.090
69 O -6.87905 1.91001 2.78334  C68 1.390, C70 1.444
70 C -7.93890 1.74368 3.74939  O69 1.444, H88 1.090, H89 1.090, H90 1.090
71 H -2.34842 2.87605 3.36623  C61 1.090
72 H -3.48721 4.06305 2.73560  C61 1.090
73 H -2.17293 3.42352 1.73662  C61 1.090
74 H -4.52717 1.74432 2.86600  C62 1.090
75 H -3.41221 1.12607 1.88128  C62 1.090
76 H -6.43633 4.09300 0.45463  C64 1.090
77 H -4.78906 4.53375 0.88126  C64 1.090
78 H -5.95847 3.98540 2.14653  C64 1.090
79 H -3.45737 1.69139 -0.51546  C65 1.090
80 H -3.31765 3.36183 -0.15506  C65 1.090
81 H -5.43840 1.92821 -1.84639  C66 1.090
82 H -4.03822 2.76454 -2.39754  C66 1.090
83 H -5.40804 3.71968 -1.74516  C66 1.090
84 H -5.26701 0.47288 0.39662  C67 1.090
85 H -6.55306 1.57056 -0.06989  C67 1.090
86 H -6.19404 -0.07193 2.45624  C68 1.090
87 H -7.57037 0.39372 1.51130  C68 1.090
88 H -7.94257 2.31442 4.67801  C70 1.090
89 H -7.85584 0.76446 4.22091  C70 1.090
90 H -8.93483 1.73661 3.30648  C70 1.090
91 C 7.58915 1.04680 -0.67442  C92 1.637, H101 1.090, H102 1.090, H103 1.090
92 C 6.56743 0.99766 -1.95247  C91 1.637, N93 1.584, H104 1.090, H105 1.090
93 N 5.53250 2.19718 -1.93701  C92 1.584, C94 1.541, C95 1.550, C97 1.562
94 C 6.29474 3.53598 -1.95450  N93 1.541, H106 1.090, H107 1.090, H108 1.090
95 C 4.53065 2.07254 -3.11334  N93 1.550, C96 1.576, H109 1.090, H110 1.090
96 C 3.82656 0.66551 -3.20773  C95 1.576, H111 1.090, H112 1.090, H113 1.090
97 C 4.75254 2.13780 -0.58459  N93 1.562, C98 1.506, H114 1.090, H115 1.090
98 C 3.37801 2.75227 -0.55945  C97 1.506, O99 1.363, H116 1.090, H117 1.090
99 O 3.67388 4.08219 -0.54030  C98 1.363, C100 1.383
100 C 2.62552 4.98124 -0.47207  O99 1.383, H118 1.090, H119 1.090, H120 1.090
101 H 8.33387 0.25088 -0.67802  C91 1.090
102 H 7.10282 1.07439 0.30067  C91 1.090
103 H 8.21394 1.93526 -0.76588  C91 1.090
104 H 5.99989 0.07202 -1.85656  C92 1.090
105 H 6.99038 1.06317 -2.95493  C92 1.090
106 H 7.12998 3.59120 -2.65266  C94 1.090
107 H 6.85058 3.68844 -1.02936  C94 1.090
108 H 5.54351 4.27482 -2.23354  C94 1.090
109 H 5.10877 2.22434 -4.02484  C95 1.090
110 H 3.83500 2.90875 -3.04317  C95 1.090
111 H 4.29374 -0.15758 -3.74843  C96 1.090
112 H 2.83112 0.60854 -3.64813  C96 1.090
113 H 3.69904 0.23793 -2.21324  C96 1.090
114 H 5.46005 2.35613 0.21532  C97 1.090
115 H 4.67219 1.06647 -0.40045  C97 1.090
116 H 2.89234 2.45773 0.37085  C98 1.090
117 H 2.74476 2.51650 -1.41473  C98 1.090
118 H 2.67935 5.70594 0.34034  C100 1.090
119 H 1.61389 4.62806 -0.27213  C100 1.090
120 H 2.68570 5.50828 -1.42428  C100 1.090
121 O -2.87931 1.98129 -4.76485  C122 1.334, H125 0.960
122 C -3.88365 2.37724 -5.54875  O121 1.334, O123 1.186, O124 1.224
123 O -4.55152 3.26446 -5.13220  C122 1.186
124 O -4.17909 1.80302 -6.58803  C122 1.224
125 H -3.14034 2.72970 -4.22323  O121 0.960
126 P -0.30167 1.20877 -0.98342  F127 1.695, F128 1.655, F129 1.613, F130 1.600, F131 1.643, F132 1.718
127 F -1.60058 1.61010 -1.99620  P126 1.695
128 F -0.20296 -0.24996 -1.75885  P126 1.655
129 F 0.69964 1.85382 -2.07099  P126 1.613
130 F 0.90337 0.67246 -0.07823  P126 1.600
131 F -0.34321 2.62845 -0.15710  P126 1.643
132 F -1.31827 0.51994 0.21799  P126 1.718

Computed properties:
- HOMO (eV) = -8.29
- Kohn-Sham gap (eV) = 3.8
- multiplicity = 1
- net charge = +2
- LUMO level (eV) = -4.5
- relative energy (zero: lowest compared OMol25 entry of this formula, charge and spin) (kcal per mole) = 117.1

These are the Mulliken partial charges, in e, on atoms 1 to 6: -0.19, -0.91, 0.45, -0.96, 0.68, -1.49

---

Which of these has the highest Kohn-Sham gap?
C33H79NO13

---

Which of these has the highest relative energy (zero: lowest compared OMol25 entry of this formula, charge and spin)?
C33H79NO13